1.
The following is a quantum chemistry calculation of a structure of composition C18H19F3N6ORuS2Se, from OMol25.

Each line ends with the natural charge from an NBO analysis.
Cartesian coordinates (Å):
Ru1 0.03424 0.04672 0.30103  1.051
N1 -1.85199 -3.84323 -0.83856  -0.814
C1 -1.10225 -2.68119 -0.71150  0.238
S1 -1.98320 -1.23710 -0.16432  -0.035
N2 0.12208 -2.66819 -1.06455  -0.351
N3 0.73405 -1.44102 -0.85123  -0.371
C2 1.94363 -1.24853 -1.40944  0.010
C3 2.55973 0.00751 -1.31863  0.077
C4 3.86766 0.27121 -1.80137  -0.229
C5 4.41624 1.50948 -1.61539  -0.192
C6 3.67461 2.51244 -0.96141  -0.329
C7 2.39787 2.19843 -0.53738  0.096
N4 1.84281 1.00484 -0.70345  -0.474
H1 -2.59478 -3.90944 -0.16013  0.394
H2 -1.27972 -4.67324 -0.86631  0.386
H3 2.41414 -2.07813 -1.92194  0.199
H4 4.41597 -0.52334 -2.29552  0.207
H5 5.41905 1.71866 -1.96842  0.203
H6 4.07860 3.50207 -0.79248  0.209
H7 1.77977 2.94352 -0.04725  0.195
F1 -1.16929 6.16205 -0.26996  -0.341
C8 -1.98815 5.08428 -0.18226  0.984
F2 -2.30027 4.73184 -1.41584  -0.298
F3 -3.12547 5.54651 0.39700  -0.341
C9 -1.36508 4.01406 0.67093  -0.248
C10 -1.06031 4.41197 1.95795  -0.106
C11 -0.48880 3.53226 2.86587  -0.326
C12 -0.26774 2.24369 2.43811  0.092
N5 -0.57456 1.84607 1.20287  -0.519
C13 -1.08092 2.68854 0.25248  0.092
S2 -1.22196 1.96719 -1.29262  -0.196
H8 -1.26736 5.43545 2.25158  0.219
H9 -0.22785 3.83265 3.87081  0.219
H10 0.18236 1.48578 3.06662  0.238
Se1 -1.70264 -1.03398 2.67611  0.072
C14 -1.83191 -2.85636 2.56074  0.012
N6 -1.91335 -4.00852 2.48751  -0.437
C15 2.00518 -0.78547 3.91606  -0.623
C16 2.24716 -0.95433 2.41656  0.247
C17 1.92100 -2.39104 2.01485  -0.628
C18 3.71860 -0.66341 2.11406  -0.619
O1 1.47280 -0.00379 1.72923  -0.797
H11 2.64899 -1.45155 4.49992  0.195
H12 0.96185 -1.00682 4.15747  0.215
H13 2.21777 0.25051 4.20306  0.197
H14 2.43848 -3.09991 2.66917  0.195
H15 2.22974 -2.58338 0.98680  0.210
H16 0.84701 -2.57985 2.08702  0.216
H17 4.38140 -1.32674 2.68119  0.190
H18 3.94733 0.37474 2.37225  0.206
H19 3.91321 -0.79919 1.04722  0.212

The expectation value of S² is 8.79. Its energy above the lowest of the compared OMol25 structures with the same formula, charge and spin is 16.7 kcal per mole. The total charge is -1. As for the orbital gap (alpha / beta): 5.66 / 5.93 eV. The highest occupied orbital energy (alpha / beta) comes out at -0.109 / -0.189 Eh. Its multiplicity is 6.

***

2.
The following is a quantum chemistry calculation of a structure of composition C18H19F6NO4PtS5 in a non-equilibrium geometry, from OMol25.

Each line ends with the natural charge from an NBO analysis.
Cartesian coordinates (Å):
Pt1 0.32307 -0.11915 -0.18659  1.010
C1 -0.53025 -3.09095 -1.65360  -0.541
C2 0.97125 -3.26026 -1.61793  -0.554
S1 1.83025 -2.17473 -0.41196  0.423
C3 3.17926 -1.51469 -1.44026  -0.544
C4 2.75166 -0.67910 -2.63382  -0.550
S2 1.53371 0.64563 -2.27318  0.495
C5 0.32395 0.34767 -3.60782  -0.557
C6 -0.30922 -1.02991 -3.65700  -0.558
S3 -1.19368 -1.45334 -2.11726  0.441
H1 -0.97434 -3.27319 -0.67459  0.253
H2 -0.95925 -3.80941 -2.35377  0.271
H3 1.43287 -3.12764 -2.59372  0.234
H4 1.17684 -4.28380 -1.30062  0.278
H5 3.76931 -2.36882 -1.77547  0.271
H6 3.78269 -0.93306 -0.75134  0.289
H7 2.34656 -1.29058 -3.43607  0.230
H8 3.62811 -0.15693 -3.02039  0.285
H9 0.81563 0.56543 -4.55714  0.275
H10 -0.43756 1.11094 -3.44262  0.255
H11 0.39865 -1.82259 -3.88560  0.234
H12 -1.06496 -1.02379 -4.44346  0.278
F1 4.99507 1.16963 2.99172  -0.264
C7 4.37859 0.55983 2.01706  0.757
F2 3.65351 -0.45935 2.49815  -0.311
F3 5.25771 0.07865 1.13538  -0.306
S4 3.21583 1.64773 1.05023  2.252
O1 2.47918 0.60842 0.28700  -1.059
O2 3.96104 2.52422 0.22300  -0.855
N1 2.38905 2.29444 2.20613  -1.199
S5 0.84593 2.53812 2.12863  2.269
O3 0.28502 2.12416 0.83840  -1.017
O4 0.39875 3.77789 2.63600  -0.847
C8 0.32064 1.25072 3.37314  0.727
F4 -1.00081 1.25961 3.54167  -0.312
F5 0.67705 0.02662 2.88283  -0.344
F6 0.90530 1.40771 4.53268  -0.270
C9 -4.40090 2.81302 0.76528  -0.158
C10 -3.32679 2.87645 -0.10502  -0.143
C11 -2.43804 1.80488 -0.19755  -0.010
C12 -2.58146 0.66243 0.61346  -0.197
C13 -1.61799 -0.37167 0.63535  -0.132
C14 -1.81774 -1.48544 1.46009  -0.256
C15 -2.94269 -1.58423 2.26265  -0.150
C16 -3.88187 -0.55478 2.27921  -0.047
C17 -3.70883 0.58522 1.48224  -0.032
C18 -4.59910 1.67577 1.54705  -0.028
H13 -5.09087 3.64302 0.83073  0.259
H14 -3.18078 3.75473 -0.71891  0.253
H15 -1.62305 1.83895 -0.90847  0.218
H16 -1.07864 -2.27698 1.50490  0.231
H17 -3.07566 -2.45399 2.89206  0.256
H18 -4.75525 -0.62989 2.91589  0.246
H19 -5.43673 1.63639 2.23325  0.246

The expectation value of S² is 6.04. Its energy above the lowest of the compared OMol25 structures with the same formula, charge and spin is 14.1 kcal per mole. The total charge is +2. As for the orbital gap (alpha / beta): 8.12 / 5.94 eV. The highest occupied orbital energy (alpha / beta) comes out at -0.543 / -0.579 Eh. Its multiplicity is 5.

***

3.
The following is a quantum chemistry calculation of the molecule C18H19FN4O2S2 in a non-equilibrium geometry, from OMol25.

Each line ends with the natural charge from an NBO analysis.
Cartesian coordinates (Å):
C1 -4.74042 -0.84954 1.83768  -0.614
C2 -4.98400 -0.40564 0.39792  -0.192
C3 -5.11598 -1.60655 -0.53154  -0.615
C4 -3.86532 0.54407 -0.08797  -0.468
C5 -2.51934 -0.04737 0.07225  0.140
N1 -2.01299 -0.91841 -0.70084  -0.241
N2 -0.79305 -1.31481 -0.31769  -0.273
C6 -0.04824 -2.30328 -1.03395  0.640
O1 -0.52198 -2.83939 -2.00150  -0.562
C7 1.23424 -2.52736 -0.42357  -0.369
C8 1.63110 -1.87221 0.70308  0.216
C9 2.96202 -2.10497 1.33392  -0.550
S1 4.02194 -0.61704 1.28809  0.217
C10 4.14582 -0.35799 -0.50848  -0.635
C11 2.85520 0.14534 -1.13706  0.677
O2 2.44550 -0.29827 -2.18481  -0.598
N3 2.26536 1.13135 -0.41384  -0.638
C12 1.05289 1.76948 -0.66140  0.151
C13 0.19975 1.44492 -1.71302  -0.262
C14 -1.00414 2.11100 -1.86434  -0.201
C15 -1.37937 3.11164 -0.98434  -0.231
C16 -0.54031 3.45752 0.06288  -0.272
C17 0.65471 2.78734 0.20932  0.351
F1 1.47820 3.11495 1.23381  -0.329
N4 0.84854 -0.95951 1.33628  -0.540
C18 -0.30318 -0.72271 0.81046  0.277
S2 -1.47526 0.39373 1.43868  0.388
H1 -3.88408 -1.51771 1.89528  0.206
H2 -5.60855 -1.38280 2.21681  0.218
H3 -4.55515 0.00645 2.48321  0.205
H4 -5.91597 0.16872 0.36475  0.203
H5 -5.40130 -1.28859 -1.53096  0.210
H6 -4.17300 -2.14161 -0.60522  0.225
H7 -5.87533 -2.28880 -0.15774  0.210
H8 -3.90690 1.47578 0.47734  0.224
H9 -4.02492 0.75754 -1.14576  0.242
H10 1.87031 -3.24618 -0.91331  0.238
H11 2.84560 -2.30726 2.39830  0.253
H12 3.49806 -2.91927 0.84824  0.227
H13 4.44858 -1.28544 -0.99444  0.246
H14 4.93089 0.38802 -0.64203  0.254
H15 2.71458 1.38374 0.46146  0.428
H16 0.48692 0.66999 -2.40459  0.268
H17 -1.65183 1.83790 -2.68280  0.223
H18 -2.31830 3.62737 -1.11114  0.218
H19 -0.79865 4.23394 0.76500  0.233

Its energy above the lowest of the compared OMol25 structures with the same formula, charge and spin is 0.0 kcal per mole. The total charge is 0. As for the orbital gap: 8.67 eV. The highest occupied orbital energy comes out at -0.313 Eh. As for the structure (SMILES): CC(C)Cc1nn2c(=O)cc(CSCC(=O)Nc3ccccc3F)nc2s1.

***

Number 1: E -4693.42667 Ha. Number 2: E -3761.73530 Ha. Number 3: E -1963.10330 Ha.